ORCA calculation (the ωB97M-V functional and the def2-TZVPD basis) on C31H30N6O6OsS as an isolated structure.

Cartesian coordinates (Å):
Os (1.52415, 1.07467, -0.49676)
N (4.54919, -2.09692, 0.03752)
C (3.89055, -0.93806, -0.22173)
S (2.31602, -1.00311, -0.98850)
N (4.44653, 0.18343, 0.07954)
N (3.64396, 1.27628, -0.26775)
C (4.34104, 2.35806, -0.32238)
C (3.83088, 3.66415, -0.65152)
C (4.54595, 4.82291, -0.33608)
C (4.04896, 6.05953, -0.69231)
C (2.83901, 6.13640, -1.38627)
C (2.12288, 4.99962, -1.71135)
C (2.61632, 3.74946, -1.33412)
O (1.97641, 2.62657, -1.66012)
H (4.20976, -2.95532, -0.35242)
H (5.52462, -2.03302, 0.27233)
H (5.39575, 2.24867, -0.08645)
H (5.49603, 4.73627, 0.17978)
H (4.59364, 6.96026, -0.44384)
H (2.44697, 7.10452, -1.67327)
H (1.19160, 5.06101, -2.25674)
C (-5.88237, -1.70678, -1.54950)
O (-4.63755, -1.41509, -0.93644)
C (-4.19829, -2.26742, 0.02930)
C (-4.90366, -3.35755, 0.50136)
C (-4.34143, -4.17508, 1.48096)
C (-3.07802, -3.90083, 1.96210)
C (-2.36504, -2.80107, 1.48748)
C (-2.92111, -1.96366, 0.53427)
N (-2.30167, -0.83567, -0.02557)
C (-1.05730, -0.34217, 0.26313)
N (-0.72569, -0.27661, 1.55341)
C (0.41645, 0.27718, 2.17827)
C (1.48236, 0.88062, 1.51607)
C (2.43169, 1.50826, 2.33868)
C (2.35866, 1.47929, 3.71602)
C (1.30888, 0.82926, 4.35617)
C (0.34670, 0.23059, 3.57845)
O (-0.78711, -0.36052, 4.09870)
C (-0.59070, -1.23559, 5.20163)
N (-0.26905, 0.07094, -0.69731)
C (-0.56300, -0.35205, -2.03425)
C (-0.52376, 0.57480, -3.06362)
C (-0.69989, 0.19241, -4.38675)
C (-0.93252, -1.13880, -4.68070)
C (-0.98965, -2.08453, -3.66279)
C (-0.80076, -1.70267, -2.34142)
O (-0.86495, -2.56040, -1.29490)
C (-0.84196, -3.94871, -1.57081)
H (-6.02365, -0.96015, -2.32469)
H (-6.69734, -1.63825, -0.82571)
H (-5.87162, -2.70365, -1.99677)
H (-5.89033, -3.57599, 0.11774)
H (-4.90060, -5.02331, 1.85353)
H (-2.62615, -4.53844, 2.71095)
H (-1.36141, -2.62323, 1.84846)
H (-2.67127, -0.56608, -0.92497)
H (-1.46758, -0.48302, 2.20505)
H (3.24855, 2.04202, 1.88523)
H (3.11062, 1.98987, 4.30467)
H (1.22459, 0.82782, 5.43421)
H (-1.57389, -1.60430, 5.48296)
H (-0.15187, -0.71855, 6.05494)
H (0.05269, -2.07285, 4.91806)
H (-0.33381, 1.61190, -2.82080)
H (-0.65531, 0.93447, -5.17216)
H (-1.07703, -1.45533, -5.70586)
H (-1.17783, -3.12096, -3.90476)
H (-0.75568, -4.44381, -0.60799)
H (0.01364, -4.20790, -2.19903)
H (-1.76482, -4.27251, -2.05768)
O (-1.63189, 3.77912, -0.31407)
C (-0.59120, 3.25980, -0.66187)
O (0.10828, 2.46526, 0.11296)
H (-0.15462, 3.44454, -1.65186)

- ΔE to the lowest compared entry with this formula, charge and spin (kcal/mol) = 17.5
- total charge = 0
- frontier orbital gap (eV) = 7.188


ORCA calculation (the ωB97M-V functional and the def2-TZVPD basis) on C31H30N6S3Ti as an isolated structure.

Cartesian coordinates (Å):
Ti (0.28715, 0.42857, -0.69841)
C (-3.03952, 0.89775, -2.99000)
C (-1.62170, 1.27281, -2.65999)
N (-1.34668, 1.43298, -1.23593)
C (-2.26536, 0.93501, -0.33101)
C (-3.57091, 0.53532, -0.65313)
C (-3.94383, 0.58924, -2.06476)
C (-4.40096, 0.07615, 0.35699)
C (-3.94907, -0.02792, 1.67139)
C (-2.64019, 0.30967, 1.98614)
C (-1.79338, 0.78424, 0.98732)
N (-0.41827, 1.07391, 1.07691)
C (0.08052, 2.13975, 1.76900)
C (-0.43159, 2.74598, 2.89621)
C (0.26770, 3.80609, 3.51447)
C (1.46227, 4.26802, 3.03459)
C (1.99893, 3.69582, 1.85419)
C (3.20512, 4.11040, 1.24325)
C (3.60690, 3.52866, 0.07483)
C (2.79828, 2.53538, -0.51213)
N (1.68997, 2.10658, 0.04103)
C (1.29775, 2.65693, 1.22435)
H (-3.29991, 0.89924, -4.04134)
H (-1.36928, 2.19784, -3.18606)
H (-4.95844, 0.32923, -2.34413)
H (-5.41192, -0.22584, 0.10818)
H (-4.61262, -0.39335, 2.44382)
H (-2.26848, 0.18860, 2.99706)
H (-1.37311, 2.41063, 3.30950)
H (-0.15725, 4.25592, 4.40300)
H (1.99362, 5.07096, 3.52863)
H (3.79230, 4.89556, 1.70486)
H (4.51619, 3.83507, -0.42304)
H (3.06982, 2.09599, -1.46451)
C (1.56114, -0.69643, 2.71806)
C (0.75783, -1.79413, 2.00772)
N (0.39280, -1.62307, 0.56995)
C (0.87227, -2.76285, -0.23934)
C (2.37722, -2.72479, -0.44111)
S (2.91170, -1.08596, -1.01222)
C (4.21436, -0.71038, 0.19067)
C (3.78294, -0.79060, 1.65152)
N (2.55848, -0.05277, 1.89337)
H (0.88323, 0.07337, 3.07761)
H (1.99499, -1.17234, 3.61255)
H (1.29349, -2.74320, 2.09515)
H (-0.16415, -1.92048, 2.58031)
H (-0.62358, -1.66292, 0.55043)
H (0.58492, -3.71718, 0.21813)
H (0.39544, -2.70331, -1.21081)
H (2.90990, -2.96705, 0.47617)
H (2.65154, -3.47715, -1.17972)
H (5.08272, -1.34714, 0.01282)
H (4.50488, 0.31430, -0.05278)
H (3.63103, -1.83320, 1.93798)
H (4.61110, -0.43295, 2.27595)
H (2.75220, 0.87756, 2.23483)
S (1.06207, 1.10959, -2.83397)
C (-0.51469, 0.21744, -3.05186)
N (-0.56049, -0.81170, -2.02489)
C (-1.47960, -1.77620, -2.40627)
C (-2.16491, -2.65288, -1.57411)
C (-3.02945, -3.59470, -2.12508)
C (-3.22130, -3.66789, -3.49608)
C (-2.54915, -2.78395, -4.34063)
C (-1.69002, -1.85390, -3.79686)
S (-0.73587, -0.63599, -4.64882)
H (-2.07326, -2.57215, -0.49679)
H (-3.57031, -4.26494, -1.46889)
H (-3.89939, -4.40062, -3.91266)
H (-2.70417, -2.82065, -5.41162)

- ΔE to the lowest compared entry with this formula, charge and spin (kcal/mol) = 0.0
- total charge = 0
- frontier orbital gap (eV) = 6.446


ORCA calculation (the ωB97M-V functional and the def2-TZVPD basis) on C31H30N8Tl as an isolated structure.

Cartesian coordinates (Å):
Tl (0.33359, -0.20368, 1.21235)
C (1.84868, 2.96158, -0.95091)
N (0.93037, 1.81410, -1.06300)
C (1.59351, 0.82757, -1.94164)
C (2.89313, 0.28796, -1.39519)
C (3.91195, -0.10458, -2.25245)
C (5.06951, -0.64536, -1.71438)
C (5.19293, -0.74402, -0.33637)
C (4.13834, -0.30478, 0.44601)
N (3.00874, 0.18096, -0.07173)
C (-0.35717, 2.18269, -1.66425)
C (-1.41225, 1.08944, -1.66753)
C (-2.18115, 0.90027, -2.80924)
C (-3.26168, 0.03383, -2.76651)
C (-3.54903, -0.61934, -1.58165)
C (-2.70682, -0.41525, -0.50328)
N (-1.65619, 0.40469, -0.54050)
C (1.41061, 4.36511, 1.16377)
C (1.92955, 5.55301, 1.64791)
C (1.93916, 5.72492, 3.02530)
C (1.41671, 4.72782, 3.83046)
C (0.93230, 3.57551, 3.23070)
N (0.94172, 3.39384, 1.90977)
H (2.16277, 3.28266, -1.95246)
H (2.72556, 2.63936, -0.39275)
H (1.77579, 1.26491, -2.93257)
H (0.89473, -0.00337, -2.07378)
H (3.79644, 0.00569, -3.32297)
H (5.86818, -0.97642, -2.36467)
H (6.08327, -1.14781, 0.12421)
H (4.19835, -0.32631, 1.52900)
H (-0.21549, 2.52299, -2.69897)
H (-0.78416, 3.00879, -1.09334)
H (-1.95073, 1.43558, -3.72099)
H (-3.87898, -0.11673, -3.64195)
H (-4.40647, -1.27201, -1.49089)
H (-2.88458, -0.89843, 0.45258)
H (2.34243, 6.30259, 0.98569)
H (2.35228, 6.62409, 3.46189)
H (1.39235, 4.83743, 4.90544)
H (0.51035, 2.76909, 3.81863)
C (0.09485, 6.32259, -0.91528)
C (0.75532, 5.05429, -1.01931)
N (1.31477, 4.18443, -0.28968)
H (-0.14664, 6.61890, 0.11172)
H (-0.82350, 6.31110, -1.51143)
H (0.72695, 7.09357, -1.37192)
C (1.33621, -5.21855, 0.61142)
C (1.31774, -3.81960, 0.71079)
N (0.27489, -3.07655, 0.34445)
C (-0.81837, -3.69474, -0.07419)
C (-0.94203, -5.11175, -0.11629)
C (0.20080, -5.86750, 0.19391)
C (-2.18420, -5.75419, -0.47807)
C (-3.39688, -5.45044, 0.02459)
C (-3.63001, -4.46297, 1.06317)
C (-4.92979, -4.08957, 1.42302)
C (-5.04193, -3.11074, 2.40415)
N (-3.97667, -2.56255, 2.97187)
C (-2.77511, -2.96083, 2.58238)
N (-2.58602, -3.88611, 1.65959)
H (2.22747, -5.77372, 0.86889)
H (2.18153, -3.27746, 1.07951)
H (-1.61135, -3.07089, -0.46762)
H (0.17795, -6.94792, 0.12732)
H (-2.11156, -6.58147, -1.17899)
H (-4.27182, -5.99293, -0.31254)
H (-5.79804, -4.53191, 0.95456)
H (-6.00779, -2.75935, 2.74879)
H (-1.90539, -2.52157, 3.05549)

- ΔE to the lowest compared entry with this formula, charge and spin (kcal/mol) = 84.9
- total charge = +3
- frontier orbital gap (alpha / beta) (eV) = 5.233 / 7.328